(1)
C3H9NO2S2 | ωB97M-V/def2-TZVPD

The molecular weight is 155.2 Da. Its structure (SMILES) is N[C@H](C=O)CSS.O. The largest force on an atom is 2.3 eV/Å. As for the HOMO-LUMO gap: 9.169 eV. The value obtained for the highest occupied orbital energy is -8.78 eV. The energy is -1121.28950 hartree. The calculation puts the energy above the lowest of the compared OMol25 structures with the same formula, charge and spin at 1.522 eV. The net charge is 0.

Atoms and positions in Å:
N: 0.98 -0.71 -0.91
C: 0.27 -1.09 0.29
C: -0.51 -2.37 0.07
O: -1.25 -2.47 -0.89
C: -0.60 -0.07 1.04
S: 0.32 1.26 1.85
S: 1.11 2.51 0.47
H: 0.35 -0.71 -1.70
H: 1.34 0.23 -0.83
H: 1.05 -1.42 0.99
H: -0.41 -3.18 0.78
H: -1.27 -0.53 1.77
H: -1.23 0.42 0.30
H: 0.14 3.06 -0.30
H: -0.62 -1.63 -3.66
H: -1.92 -1.54 -2.80
O: -1.29 -1.03 -3.33

---

(2)
H22NO9 | ωB97M-V/def2-TZVPD

The molecular weight is 180.2 Da. The largest force on an atom is 10.7 eV/Å. As for the HOMO-LUMO gap: 9.698 eV. The value obtained for the highest occupied orbital energy is -13.20 eV. The energy is -744.76276 hartree. The calculation puts the energy above the lowest of the compared OMol25 structures with the same formula, charge and spin at 5.254 eV. The net charge is +1.

Atoms and positions in Å:
N: 0.31 -0.06 0.30
H: 0.85 -0.58 1.13
H: 0.05 0.74 0.55
H: -0.54 -0.74 0.27
H: 0.66 0.26 -0.61
O: 1.51 0.81 3.45
H: 2.13 1.50 3.13
H: 1.88 0.00 3.68
O: 2.15 -1.94 -1.17
H: 2.10 -2.67 -0.67
H: 2.97 -2.38 -1.58
O: 1.52 3.10 0.98
H: 1.14 3.73 0.39
H: 2.06 3.65 1.62
O: -2.48 0.60 -1.30
H: -2.23 0.02 -2.12
H: -2.90 1.23 -1.88
O: -1.49 -0.84 2.89
H: -0.62 -1.18 3.19
H: -1.42 0.17 3.09
O: 1.36 2.30 -2.04
H: 0.78 2.92 -2.65
H: 1.67 1.53 -2.58
O: 1.18 0.07 -3.69
H: 1.73 -0.58 -4.24
H: 0.37 -0.36 -3.29
O: -3.97 -0.04 1.10
H: -3.59 -0.83 1.71
H: -3.36 -0.19 0.42
O: -1.44 -3.13 0.24
H: -1.20 -4.05 0.41
H: -1.16 -3.04 -0.73

---

(3)
C4H16O10PV | ωB97M-V/def2-TZVPD

The molecular weight is 306.1 Da. The largest force on an atom is 6.4 eV/Å. As for the HOMO-LUMO gap: 2.933 eV. The value obtained for the highest occupied orbital energy is 0.74 eV. The energy is -2199.53793 hartree. The calculation puts the energy above the lowest of the compared OMol25 structures with the same formula, charge and spin at 8.521 eV. The net charge is -2.

Atoms and positions in Å:
O: 0.57 -1.46 0.22
V: 0.44 -1.85 -1.26
O: -0.24 -0.59 -2.03
P: 0.06 -5.70 -2.81
O: 0.21 -6.86 -1.79
O: 0.13 -6.44 -4.17
O: 1.28 -4.85 -2.80
O: -0.97 -4.71 -2.46
C: -3.93 -2.19 1.47
O: -3.91 -2.36 0.01
H: -4.70 -2.77 1.99
H: -2.95 -2.56 1.77
H: -4.11 -1.13 1.63
H: -3.38 -3.07 -0.36
C: 1.05 2.26 4.64
O: 2.23 1.60 5.02
H: 1.25 3.33 4.76
H: 0.95 2.16 3.56
H: 0.16 2.00 5.21
H: 2.19 1.02 5.79
C: -1.56 4.30 -0.81
O: -2.37 5.27 -0.48
H: -1.48 4.14 -1.89
H: -0.55 4.27 -0.42
H: -2.06 3.41 -0.43
H: -1.88 6.06 -0.73
C: 3.89 1.45 -2.22
O: 3.60 0.13 -2.22
H: 4.76 1.67 -2.84
H: 3.03 2.10 -2.35
H: 4.10 1.66 -1.17
H: 4.19 -0.29 -2.85

---

(4)
C2H5N3OS | ωB97M-V/def2-TZVPD

The molecular weight is 119.1 Da. The largest force on an atom is 3.0 eV/Å. As for the HOMO-LUMO gap: 8.610 eV. The value obtained for the highest occupied orbital energy is -8.09 eV. The energy is -716.76906 hartree. The calculation puts the energy above the lowest of the compared OMol25 structures with the same formula, charge and spin at 4.671 eV. The net charge is 0.

Atoms and positions in Å:
C: 1.17 0.43 -1.64
C: -0.70 -0.61 -0.16
N: -1.48 -0.45 -1.20
N: 1.36 1.49 0.55
N: 1.70 0.85 -0.67
O: 0.97 -0.18 -2.62
S: -0.09 -2.14 0.32
H: -2.00 0.43 -1.30
H: -1.71 -1.15 -1.90
H: 2.06 2.30 0.71
H: 1.24 0.75 1.22
H: 0.60 -1.58 1.48

---

(5)
C4H4BrClS | ωB97M-V/def2-TZVPD

The molecular weight is 199.5 Da. The largest force on an atom is 3.0 eV/Å. As for the HOMO-LUMO gap (alpha / beta): 6.945 / 6.946 eV. The value obtained for the highest occupied orbital energy (alpha / beta) is -8.32 / -8.32 eV. The energy is -3587.09999 hartree. The calculation puts the energy above the lowest of the compared OMol25 structures with the same formula, charge and spin at 2.224 eV. The net charge is 0.

Atoms and positions in Å:
C: 1.00 0.42 -0.31
C: 1.20 0.67 0.96
C: -0.22 -0.16 -0.88
C: -1.20 -0.58 0.18
S: -0.02 0.46 2.19
Cl: -1.32 -2.34 0.38
Br: -2.98 0.11 0.29
H: 1.77 0.64 -1.09
H: 2.23 0.82 1.25
H: -0.59 0.86 -1.29
H: 0.13 -0.90 -1.69

---

(6)
C11H35NO6 | ωB97M-V/def2-TZVPD

The molecular weight is 277.4 Da. Its structure (SMILES) is COC[C@H](C)N.CCO.CCO.CO.CO.CO. The largest force on an atom is 3.2 eV/Å. As for the HOMO-LUMO gap: 10.051 eV. The value obtained for the highest occupied orbital energy is -9.44 eV. The energy is -946.17301 hartree. The calculation puts the energy above the lowest of the compared OMol25 structures with the same formula, charge and spin at 0.080 eV. The net charge is 0.

Atoms and positions in Å:
C: 4.12 0.47 2.10
C: 4.14 -1.12 1.93
O: 2.75 -1.45 2.10
H: 3.33 0.88 1.47
H: 5.01 1.07 2.06
H: 3.74 0.70 3.10
H: 4.70 -1.61 2.70
H: 4.37 -1.37 0.90
H: 2.62 -2.31 2.47
C: -0.35 -5.91 0.52
C: -0.59 -4.53 1.01
O: 0.56 -3.67 1.01
H: -0.05 -5.90 -0.54
H: -1.30 -6.46 0.68
H: 0.37 -6.42 1.14
H: -0.98 -4.63 2.02
H: -1.40 -4.04 0.44
H: 0.20 -2.78 0.90
C: -0.78 -0.02 1.85
O: 0.15 -0.88 1.20
H: -0.41 0.43 2.82
H: -1.11 0.82 1.24
H: -1.67 -0.63 2.09
H: 1.06 -0.78 1.49
C: -2.73 1.13 -1.51
O: -3.19 2.38 -2.06
H: -2.86 1.10 -0.42
H: -3.36 0.38 -1.94
H: -1.70 0.94 -1.85
H: -2.73 3.12 -1.69
C: -4.25 -2.87 -0.14
O: -3.56 -2.98 1.14
H: -4.03 -1.97 -0.74
H: -4.02 -3.80 -0.71
H: -5.32 -2.81 -0.03
H: -3.70 -2.19 1.65
C: 0.97 5.56 -1.97
C: 0.13 4.29 -1.88
C: 1.15 3.12 -1.95
O: 0.40 1.85 -2.06
C: 1.20 0.77 -1.69
N: -0.74 4.22 -0.73
H: 0.36 6.45 -2.15
H: 1.70 5.53 -2.80
H: 1.56 5.72 -1.08
H: -0.49 4.25 -2.82
H: 1.81 3.07 -1.07
H: 1.77 3.36 -2.83
H: 0.61 -0.13 -1.75
H: 1.64 1.00 -0.71
H: 2.02 0.66 -2.43
H: -0.32 4.77 0.00
H: -0.77 3.23 -0.50